Computed, not measured: C4H8N2OS in the gas phase at a distorted geometry, with wB97M-V/def2-TZVPD.

Calculated values
E_HOMO in eV: -8.10
Maximum force in eV/A: 2.2
ΔE to the lowest compared entry with this formula, charge and spin in kJ/mol: 133.84
Calculated total energy in eV: -20139.4472

Each atom is followed by the atoms it is bonded to, with distances in Å.
Positions of all 16 atoms, in Å:
1 C -0.001 -2.496 -2.649  S2 1.796, H9 1.072, H10 1.078, H11 1.103
2 S 1.091 -1.885 -1.360  C1 1.796, N3 1.790
3 N 0.075 -0.508 -0.835  S2 1.790, C4 1.279
4 C 0.408 -0.103 0.332  N3 1.279, N5 1.408, H12 1.078
5 N -0.121 1.036 0.969  C4 1.408, C6 1.489, C7 1.394
6 C 0.407 1.406 2.311  N5 1.489, H13 1.101, H14 1.040, H15 1.111
7 C -1.051 1.928 0.437  N5 1.394, O8 1.175, H16 1.099
8 O -1.521 1.830 -0.636  C7 1.175
9 H -0.688 -3.142 -2.139  C1 1.072
10 H 0.561 -3.081 -3.359  C1 1.078
11 H -0.597 -1.716 -3.153  C1 1.103
12 H 1.104 -0.643 0.954  C4 1.078
13 H 0.688 0.548 2.940  C6 1.101
14 H -0.346 1.944 2.785  C6 1.040
15 H 1.241 2.138 2.261  C6 1.111
16 H -1.251 2.745 1.144  C7 1.099

Computed, not measured: a gas-phase ion, C25H20NO5S2 (charge -1) at a distorted geometry, with wB97M-V/def2-TZVPD.

Calculated values
E_HOMO in eV: -4.74
Maximum force in eV/A: 2.0
Net charge: -1
Calculated total energy in eV: -59646.5125

Each atom is followed by the atoms it is bonded to, with distances in Å.
Positions of all 53 atoms, in Å:
1 O -2.654 3.665 4.020  C2 1.244
2 C -3.216 3.991 2.959  O1 1.244, C3 1.452, N7 1.402
3 C -4.271 4.988 2.934  C2 1.452, C4 1.361, H34 1.072
4 C -4.577 5.647 1.784  C3 1.361, C5 1.394, H35 1.079
5 C -3.916 5.270 0.616  C4 1.394, C6 1.389, H36 1.084
6 C -3.105 4.142 0.615  C5 1.389, N7 1.346, H37 1.092
7 N -2.787 3.464 1.733  C2 1.402, C6 1.346, C8 1.647
8 C -1.433 2.544 1.919  N7 1.647, C9 1.448, C28 1.539, H38 1.105
9 C -1.338 1.191 1.412  C8 1.448, S10 1.734, S19 1.784
10 S -1.378 0.963 -0.307  C9 1.734, O11 1.463, O12 1.448, C13 1.795
11 O -1.699 2.176 -1.058  S10 1.463
12 O -0.224 0.202 -0.740  S10 1.448
13 C -2.804 -0.112 -0.488  S10 1.795, C14 1.389, C18 1.392
14 C -2.691 -1.258 -1.266  C13 1.389, C15 1.395, H39 1.087
15 C -3.778 -2.127 -1.353  C14 1.395, C16 1.400, H40 1.093
16 C -4.970 -1.824 -0.685  C15 1.400, C17 1.401, H41 1.093
17 C -5.073 -0.657 0.084  C16 1.401, C18 1.395, H42 1.094
18 C -3.982 0.208 0.179  C13 1.392, C17 1.395, H43 1.091
19 S -1.471 -0.342 2.312  C9 1.784, O20 1.455, O21 1.446, C22 1.808
20 O -1.181 -1.383 1.337  S19 1.455
21 O -2.716 -0.415 3.044  S19 1.446
22 C -0.125 -0.602 3.492  S19 1.808, C23 1.401, C27 1.395
23 C 1.007 -1.357 3.160  C22 1.401, C24 1.401, H44 1.088
24 C 1.946 -1.662 4.153  C23 1.401, C25 1.401, H45 1.092
25 C 1.760 -1.212 5.467  C24 1.401, C26 1.400, H46 1.095
26 C 0.626 -0.454 5.783  C25 1.400, C27 1.398, H47 1.090
27 C -0.314 -0.143 4.795  C22 1.395, C26 1.398, H48 1.087
28 C -0.231 3.423 1.529  C8 1.539, C29 1.390, C33 1.390
29 C 0.629 3.102 0.485  C28 1.390, C30 1.408, H49 1.092
30 C 1.189 4.170 -0.241  C29 1.408, C31 1.397, H50 1.092
31 C 1.026 5.482 0.210  C30 1.397, C32 1.408, H51 1.096
32 C 0.450 5.722 1.472  C31 1.408, C33 1.396, H52 1.099
33 C -0.150 4.662 2.154  C28 1.390, C32 1.396, H53 1.083
34 H -4.716 5.204 3.885  C3 1.072
35 H -5.314 6.435 1.768  C4 1.079
36 H -4.030 5.794 -0.326  C5 1.084
37 H -2.730 3.702 -0.311  C6 1.092
38 H -1.701 2.513 2.991  C8 1.105
39 H -1.753 -1.462 -1.775  C14 1.087
40 H -3.681 -3.037 -1.952  C15 1.093
41 H -5.830 -2.494 -0.765  C16 1.093
42 H -5.998 -0.400 0.608  C17 1.094
43 H -4.039 1.133 0.755  C18 1.091
44 H 1.125 -1.742 2.150  C23 1.088
45 H 2.820 -2.268 3.906  C24 1.092
46 H 2.499 -1.444 6.242  C25 1.095
47 H 0.451 -0.117 6.805  C26 1.090
48 H -1.222 0.405 5.033  C27 1.087
49 H 0.883 2.080 0.197  C29 1.092
50 H 1.775 3.955 -1.138  C30 1.092
51 H 1.389 6.329 -0.384  C31 1.096
52 H 0.482 6.705 1.962  C32 1.099
53 H -0.625 4.791 3.119  C33 1.083

Computed, not measured: 4 unconnected molecules or ions with the total composition C2H12O3S2 at a distorted geometry, with wB97M-V/def2-TZVPD.

Calculated values
E_HOMO (alpha / beta) in eV: -0.41 / -3.41
Maximum force in eV/A: 3.0
Multiplicity: 2
ΔE to the lowest compared entry with this formula, charge and spin in kJ/mol: 29.88
Net charge: -1
Calculated total energy in eV: -30081.5184

Each atom is followed by the atoms it is bonded to, with distances in Å.
Positions of all 19 atoms, in Å:
1 C 1.751 -1.175 -1.460  S2 1.814, H5 1.076, H6 1.066, H7 1.072
2 S 0.250 -2.003 -0.867  C1 1.814, S3 2.241
3 S -1.145 -0.263 -0.646  S2 2.241, C4 1.859
4 C -2.558 -0.833 -1.713  S3 1.859, H8 1.075, H9 1.080, H10 1.080
5 H 1.979 -0.338 -0.823  C1 1.076
6 H 1.594 -0.804 -2.447  C1 1.066
7 H 2.590 -1.835 -1.554  C1 1.072
8 H -2.890 0.024 -2.269  C4 1.075
9 H -3.243 -1.149 -0.940  C4 1.080
10 H -2.249 -1.636 -2.365  C4 1.080
11 H 0.839 2.228 0.644  O13 0.962
12 H 1.455 0.891 0.837  O13 0.967
13 O 1.616 1.727 0.378  H11 0.962, H12 0.967
14 H -1.269 2.379 1.547  O16 0.964
15 H -0.556 2.108 2.856  O16 0.960
16 O -0.556 2.707 2.106  H14 0.964, H15 0.960
17 H 1.490 -0.920 2.141  O19 0.972
18 H 0.083 -0.801 2.088  O19 0.972
19 O 0.819 -0.307 2.488  H17 0.972, H18 0.972